Record 1
# C9H25NO5P2

A 2-piece molecular cluster, C9H25NO5P2 overall at a distorted geometry (ωB97M-V/def2-TZVPD, OMol25).

Properties
DFT total energy = -40035.7145 eV
HOMO level = -0.17844 hartree
HOMO-LUMO gap = 3.40 eV
Total charge = 0
Energy relative to the best compared isomer or geometry (same formula, charge and spin) = 666.0 kJ/mol

Last column: Mulliken charge in e.
Cartesian coordinates (Å):
C  3.597374  -1.539753  0.680241  -0.4813
C  2.669478  -2.530072  -0.264649  -0.3640
C  1.359913  -3.149368  0.502974  -0.8424
C  0.129570  -2.057964  0.728080  -0.3964
O  0.512718  -0.781559  0.106105  -0.1178
P  -0.854752  0.254889  -0.188785  0.5924
C  -1.253640  0.118799  -2.083465  -0.6795
N  -1.469190  -1.338593  -2.465180  -0.4475
C  -0.268753  2.053384  0.129880  -0.9334
C  1.113540  2.180988  1.001623  -0.1550
C  2.371774  2.752213  0.063494  -0.8699
C  -2.364861  -0.048483  0.938547  -0.7735
P  -4.065299  0.161572  0.093634  0.9534
O  -4.453796  1.685556  -0.207993  -0.6232
O  -4.278444  -0.762619  -1.368558  -0.4902
O  -5.263765  -0.471045  1.242466  -0.4966
H  4.750414  -1.847715  0.671240  0.2829
H  3.477629  -0.404703  0.336560  -0.0936
H  3.275140  -1.566216  1.815004  0.2320
H  3.374752  -3.422247  -0.611400  0.3625
H  2.402805  -1.947524  -1.270198  0.1936
H  0.919764  -4.039444  -0.159648  0.2843
H  1.616343  -3.639756  1.547390  0.3282
H  -0.136282  -1.902041  1.881316  0.2411
H  -0.844162  -2.428085  0.175163  0.4348
H  -2.127881  0.828769  -2.422163  0.4164
H  -0.258264  0.456026  -2.649594  0.4371
H  -1.461771  -1.485358  -3.498680  0.2691
H  -0.816623  -1.977834  -1.959363  0.1687
H  -1.117737  2.639053  0.704240  0.3920
H  -0.122620  2.547486  -0.939721  0.4193
H  0.999479  2.983404  1.878028  0.3945
H  1.474453  1.193566  1.515480  0.1061
H  2.032803  2.856663  -1.051708  0.2142
H  3.288296  2.011328  0.073167  0.1529
H  2.732686  3.787062  0.534862  0.3192
H  -2.317953  0.777763  1.799114  0.4729
H  -2.366089  -1.082881  1.503864  0.4465
H  -5.114770  -1.333118  -1.339525  0.2958
H  -5.847426  -1.094436  0.710151  0.2795
O  2.697290  5.670135  1.223504  -1.0693
H  2.007859  5.892156  0.624502  0.1442

Atoms 1-3, force components in eV/Å:
0.054 0.556 0.343
1.049 -0.062 -0.114
-0.536 -0.460 -0.441

Record 2
# C18H14O

The molecule C18H14O at a distorted geometry (ωB97M-V/def2-TZVPD, OMol25).

Properties
DFT total energy = -20938.8331 eV
SMILES = C=C[C@]1(O)Cc2cc3ccccc3c3cccc1c23
HOMO level = -0.29103 hartree
HOMO-LUMO gap = 8.23 eV
Total charge = 0

Last column: Mulliken charge in e.
Cartesian coordinates (Å):
C  -1.128119  -0.218687  3.674310  -0.6759
C  -2.024497  -0.803518  2.783098  -1.2385
C  -2.340846  -0.597576  1.334808  2.4539
O  -3.783766  -0.448383  1.213577  -0.6189
C  -1.778001  -1.868470  0.550170  -1.2826
C  -0.492225  -1.288399  -0.148193  0.0462
C  0.462383  -1.831768  -0.961074  -0.8188
C  1.419706  -0.928491  -1.634419  0.7160
C  2.392442  -1.571840  -2.472292  -0.4615
C  3.477824  -0.791612  -2.961470  -0.6321
C  3.578645  0.532949  -2.538072  -0.6431
C  2.653170  1.235756  -1.742684  -0.7730
C  1.515826  0.529208  -1.233668  0.5372
C  0.446646  1.037839  -0.466501  0.5677
C  0.350216  2.399952  -0.159595  -1.0590
C  -0.708344  2.829106  0.580454  -0.6748
C  -1.692002  1.983032  1.030910  -0.4593
C  -1.601828  0.544069  0.802478  -0.8799
C  -0.449197  0.081731  0.098167  0.8904
H  -0.569007  0.631171  3.248324  0.2039
H  -0.947890  -0.556347  4.730184  0.2748
H  -2.669583  -1.488030  3.288021  0.3822
H  -3.974245  -0.476516  0.260456  0.4346
H  -1.492281  -2.753117  1.169850  0.3981
H  -2.435965  -2.240273  -0.223209  0.3191
H  0.384138  -2.963482  -1.165339  0.2745
H  2.319527  -2.550947  -2.870614  0.3836
H  4.248728  -1.123844  -3.701536  0.3100
H  4.314126  1.058064  -3.015488  0.4186
H  2.763263  2.262966  -1.536837  0.4144
H  1.040596  3.134802  -0.359631  0.4088
H  -0.680142  3.875855  0.895916  0.3590
H  -2.599300  2.364801  1.529899  0.4244

Atoms 1-3, force components in eV/Å:
-1.284 -0.418 -2.740
1.341 1.020 3.748
-1.073 -1.100 0.318

Record 3
# C20H26Br36FNO6S

C20H26Br36FNO6S as an isolated structure at a distorted geometry (ωB97M-V/def2-TZVPD, OMol25).

Properties
DFT total energy = -2570004.3407 eV
HOMO level = -0.33927 hartree
HOMO-LUMO gap = 8.07 eV
Total charge = 0

Last column: Mulliken charge in e.
Cartesian coordinates (Å):
C  1.613691  -1.512598  -3.973949  -0.6845
C  3.116270  -1.746012  -3.363151  0.6280
O  3.175790  -2.209352  -2.083637  -0.4706
O  4.394464  -1.556844  -4.065113  -0.2523
C  4.705543  -0.137781  -4.296449  0.0736
N  5.649612  0.485737  -3.292474  0.0455
C  5.014530  0.694247  -1.934606  -0.5460
C  3.676191  1.641324  -1.930895  0.2885
C  3.139752  2.083393  -0.446310  -0.7693
C  3.476969  1.026674  0.760509  -0.3052
O  2.346727  1.052062  1.747434  -0.2915
C  2.844009  0.220712  2.891546  0.1761
O  2.208306  -0.931865  3.186418  -0.4211
S  7.149868  -0.435197  -3.186650  1.0341
O  6.977678  -1.807214  -2.451655  -0.3664
O  7.738893  -0.781835  -4.609612  -0.5351
F  8.257205  0.523964  -2.243022  -0.2829
H  1.573808  -1.191040  -5.098246  0.2547
H  1.048077  -2.559123  -3.874514  0.3489
H  0.969894  -0.765221  -3.301669  0.0957
H  5.267939  -0.092767  -5.348684  0.5155
H  3.700218  0.460159  -4.460826  -0.6272
H  4.865275  -0.349850  -1.378286  0.2300
H  5.829709  1.265858  -1.275761  0.4065
H  3.872979  2.628165  -2.573237  0.2236
H  2.786948  1.069562  -2.481753  -0.2361
H  1.950546  2.143966  -0.514764  0.2203
H  3.493757  3.197268  -0.226497  0.3129
H  4.407498  1.475219  1.354602  0.3293
H  3.640359  -0.082041  0.424088  0.2442
H  3.813809  0.597248  3.468139  0.3018
C  -0.551149  0.114874  5.174176  0.0264
Br  -1.978777  1.046791  4.237433  0.0854
Br  0.672654  1.352342  6.043224  -0.0401
Br  -1.245570  -1.209811  6.417987  -0.0201
H  0.026130  -0.427868  4.418395  -0.0262
C  -0.506509  -1.797348  -0.225073  -0.1802
Br  -1.934136  -0.865430  -1.161815  0.0244
Br  0.717294  -0.559878  0.643975  0.1811
Br  -1.200929  -3.122032  1.018738  -0.0771
H  0.070771  -2.340090  -0.980854  0.1536
C  -3.878922  -0.172241  9.219247  0.0914
Br  -5.306549  0.759676  8.282506  0.0019
Br  -2.655119  1.065227  10.088296  -0.0323
Br  -4.573343  -1.496926  10.463058  -0.0355
H  -3.301643  -0.714983  8.463467  -0.0582
C  0.928626  2.633990  -5.717005  -0.4169
Br  -0.452111  1.413604  -5.093869  0.0081
Br  2.710664  2.011902  -5.246245  0.0096
Br  0.768234  2.997023  -7.621358  -0.0053
H  0.773883  3.584664  -5.196143  0.4467
C  4.140720  2.975868  -10.728048  -0.3514
Br  4.307535  2.897512  -8.791529  0.0151
Br  3.332317  1.360832  -11.450832  -0.0058
Br  3.202557  4.577646  -11.309630  -0.0112
H  5.155873  3.034649  -11.134291  0.3436
C  -4.602558  -0.064178  -4.707987  -0.2255
Br  -5.893329  -1.429089  -5.212967  -0.0089
Br  -4.610175  1.433768  -5.949103  -0.0266
Br  -4.847639  0.518731  -2.868359  -0.0329
H  -3.610705  -0.524210  -4.768173  0.2540
C  1.269772  -6.646404  1.197465  -0.3081
Br  0.064617  -6.337858  -0.298020  -0.0328
Br  1.875004  -4.978652  1.995313  0.0052
Br  0.490770  -7.840957  2.520445  -0.0274
H  2.155922  -7.148679  0.795613  0.3310
C  -4.818342  4.808363  6.341791  -0.3514
Br  -4.840181  3.931151  4.605676  -0.0850
Br  -6.615676  5.158665  6.998404  -0.0216
Br  -3.753593  3.822762  7.637546  0.0816
H  -4.333623  5.780351  6.202823  0.4011
C  -7.786751  -3.302076  -1.571772  -0.1977
Br  -7.483055  -4.538295  -3.042691  -0.0474
Br  -6.122758  -2.779452  -0.710228  0.0549
Br  -8.830157  -1.757410  -2.128002  0.0009
H  -8.380626  -3.836143  -0.822699  0.1672
C  -4.191319  6.671823  10.239355  -0.0217
Br  -5.359004  5.359417  11.074925  0.0175
Br  -4.652536  8.487907  10.762220  -0.0423
Br  -2.313558  6.280164  10.562923  -0.0062
H  -4.351293  6.599912  9.158493  0.0291
C  5.627273  -5.059279  -0.822411  -0.3672
Br  5.930969  -6.295498  -2.293330  -0.0976
Br  7.291266  -4.536655  0.039133  -0.0883
Br  4.583868  -3.514613  -1.378641  0.2977
H  5.033399  -5.593345  -0.073338  0.2646
C  -9.839101  -1.178158  2.175911  -0.3285
Br  -9.871813  -3.047553  1.638914  -0.0118
Br  -10.646333  -0.913562  3.925949  -0.0409
Br  -8.045640  -0.430233  2.085446  0.0288
H  -10.451908  -0.627525  1.454594  0.3683

Atoms 1-3, force components in eV/Å:
-0.215 -0.626 0.020
0.451 -1.551 5.492
-3.008 5.421 -9.024

- Look up the total charge of the third one.
  0